A cluster of 3 separate species, C13H21BF7NO7S in total at a distorted geometry, computed with the ωB97M-V functional and the def2-TZVPD basis.

Bonds (Å) are listed after each position.
Cartesian coordinates (Å):
1 O 0.1650 -3.4755 -0.4916  S6 1.502
2 C 0.3880 0.2694 -0.6642  B15 1.654, C20 1.599, O37 1.481, C41 1.595
3 C 3.5797 1.9385 -0.2762  C22 1.589, F30 1.403, F42 1.423, C43 1.587
4 O -3.2295 -7.1095 -2.6280  C19 1.216
5 C -2.4713 3.6429 4.9667  C11 1.505, H35 1.092, H45 1.092, H50 1.091
6 S 0.7218 -2.2183 -1.0956  O1 1.502, O25 1.677, O37 1.680, O44 1.503
7 H -0.9490 5.5439 3.4933  C9 1.092
8 H -1.0208 -5.0052 -2.2235  C40 1.092
9 C -1.9998 5.4605 3.2088  H7 1.092, C11 1.505, H12 1.092, H47 1.092
10 H 1.1133 0.5407 -2.8558  C20 1.134
11 C -2.5090 4.0803 3.5275  C5 1.505, C9 1.505, O33 1.217
12 H -2.5949 6.2074 3.7380  C9 1.092
13 F 2.8202 2.7164 -2.5524  C22 1.384
14 H -2.4773 0.5481 -0.7309  N31 1.026
15 B -0.7312 1.1352 0.1921  C2 1.654, O29 1.429, N31 1.497
16 H -0.6796 0.6454 -2.5657  C20 1.149
17 F 3.8124 4.1555 -1.1727  C22 1.418
18 F 4.1459 -0.3411 0.1755  C43 1.431
19 C -2.0477 -6.8276 -2.6719  O4 1.216, C32 1.506, C40 1.505
20 C 0.3415 0.9278 -2.1212  C2 1.599, H10 1.134, H16 1.149, H27 1.134
21 H -2.7353 1.2719 0.7954  N31 1.026
22 C 2.9303 3.0454 -1.2128  C3 1.589, F13 1.384, F17 1.418, F46 1.411
23 C 1.5591 -0.0111 1.6662  H24 1.135, H28 1.150, H39 1.132, C41 1.619
24 H 0.7065 -0.6808 2.0021  C23 1.135
25 O 1.8921 -1.5187 -0.1193  S6 1.677, C41 1.481
26 H -1.2195 2.9004 0.9366  O29 0.986
27 H 0.3840 2.0605 -2.1442  C20 1.134
28 H 2.5145 -0.4900 2.0903  C23 1.150
29 O -0.4283 2.3128 0.9425  B15 1.429, H26 0.986
30 F 3.4099 2.3653 1.0491  C3 1.403
31 N -2.1459 0.6464 0.2352  H14 1.026, B15 1.497, H21 1.026
32 C -0.9878 -7.8484 -2.3520  C19 1.506, H38 1.092, H48 1.092, H49 1.092
33 O -2.9348 3.3459 2.6551  C11 1.217
34 F 3.3375 0.0105 -1.8764  C43 1.419
35 H -3.0871 4.3094 5.5740  C5 1.092
36 H -0.9686 -5.4911 -3.9477  C40 1.092
37 O -0.3866 -0.9738 -0.8859  C2 1.481, S6 1.680
38 H -1.4643 -8.7974 -2.0986  C32 1.092
39 H 1.5281 1.0425 2.0793  C23 1.132
40 C -1.5858 -5.4454 -3.0480  H8 1.092, C19 1.505, H36 1.092, H51 1.092
41 C 1.7707 -0.0537 0.0620  C2 1.595, C23 1.619, O25 1.481, C43 1.592
42 F 4.9817 2.0077 -0.5106  C3 1.423
43 C 3.1672 0.4276 -0.5313  C3 1.587, F18 1.431, F34 1.419, C41 1.592
44 O 1.2437 -2.4041 -2.4926  S6 1.503
45 H -1.4413 3.6460 5.3289  C5 1.092
46 F 1.7323 3.5499 -0.6631  C22 1.411
47 H -2.0872 5.6400 2.1355  C9 1.092
48 H -0.3441 -8.0008 -3.2207  C32 1.092
49 H -0.3960 -7.5144 -1.4973  C32 1.092
50 H -2.8679 2.6293 5.0474  C5 1.091
51 H -2.4548 -4.8168 -3.2513  C40 1.092

Summary:
HOMO-LUMO gap	9.37	eV
SMILES	C[C@@]1(B(N)O)OS(=O)(=O)O[C@@]1(C)C(F)(F)C(F)(F)C(F)(F)F.CC(C)=O.CC(C)=O
LUMO level	0.2	eV
energy above the lowest of the compared OMol25 structures with the same formula, charge and spin	78.35	kcal/mol